# 1
# C30H36HgN3O3S2Si2

A molecular structure, C30H36HgN3O3S2Si2 (ωB97M-V/def2-TZVPD, the OMol25 dataset).

```
77
Properties=species:S:1:pos:R:3:forces:R:3
Hg 1.032482 1.945131 -0.161390 -0.365 -0.677 0.055
C 2.776678 -1.424023 -5.979797 -0.023 0.027 0.066
Si 1.620096 -2.284134 -4.759900 0.161 -0.021 -0.104
C 2.632232 -3.230388 -3.484611 -0.012 0.012 -0.031
C 0.738199 -3.608267 -5.810337 -0.059 0.034 0.065
C 0.288860 -1.158747 -4.083829 0.035 0.024 0.077
C -1.049125 -1.295633 -4.411013 0.086 -0.046 -0.053
C -2.005090 -0.434840 -3.876909 -0.091 -0.030 -0.018
C -1.558703 0.548346 -3.009680 0.106 0.047 -0.064
N -0.285474 0.720033 -2.668922 0.008 -0.015 0.014
C 0.656003 -0.107251 -3.181766 -0.143 -0.073 -0.083
S 2.299921 0.094924 -2.734904 0.079 0.089 0.086
H 3.511148 -2.129502 -6.382203 -0.028 -0.027 0.010
H 3.306616 -0.620075 -5.469347 -0.006 0.006 0.003
H 2.222843 -0.993790 -6.818789 -0.026 -0.023 0.011
H 2.958725 -4.203684 -3.868315 -0.051 0.009 -0.051
H 2.052187 -3.391187 -2.575004 0.009 0.000 0.012
H 3.505754 -2.644828 -3.202816 -0.004 0.009 0.005
H 1.467021 -4.328268 -6.193690 0.019 0.016 0.006
H 0.224925 -3.166246 -6.669239 -0.009 0.004 0.012
H -0.002945 -4.164549 -5.228538 0.012 -0.009 0.000
H -1.360162 -2.083802 -5.092081 -0.008 -0.001 0.017
H -3.056731 -0.533292 -4.114318 -0.007 0.024 0.028
H -2.259033 1.241065 -2.551918 -0.047 -0.016 -0.003
C 1.837190 2.221666 4.361642 -0.021 -0.147 0.048
N 3.120268 1.861052 3.776280 0.036 -0.182 0.004
C 4.153334 1.359745 4.654215 -0.014 0.031 -0.043
C 3.459251 2.292492 2.568176 -0.062 0.078 0.281
N 3.770662 2.658265 1.517788 0.227 0.087 -0.159
H 1.327273 1.326730 4.725373 0.122 -0.012 0.051
H 1.215078 2.694001 3.601568 0.192 -0.061 0.258
H 1.979417 2.919460 5.194683 0.026 0.032 0.012
H 3.746287 0.546064 5.258189 0.011 -0.012 -0.014
H 4.525269 2.139394 5.332082 -0.009 0.003 0.005
H 4.985606 0.981596 4.064903 0.020 -0.027 0.005
C -4.959074 1.134166 -0.751170 0.033 -0.025 0.023
C -4.070270 2.129440 -0.366138 -0.057 0.039 -0.014
C -2.817184 1.797299 0.131326 0.115 -0.016 0.014
C -2.423402 0.461843 0.267743 0.101 -0.018 -0.081
C -3.337915 -0.525410 -0.110415 0.012 0.047 0.070
C -4.587320 -0.197774 -0.620763 -0.029 -0.010 0.001
Si -0.698434 0.077920 1.000336 -0.154 0.208 -0.171
C -0.308574 -1.716746 0.508761 0.216 0.088 -0.111
C 0.431857 -2.574854 1.330300 -0.052 0.048 0.024
C 0.794173 -3.849702 0.918109 0.011 -0.046 0.002
C 0.432450 -4.304501 -0.343028 -0.020 0.053 0.019
C -0.265511 -3.456379 -1.193234 -0.022 -0.086 0.012
C -0.610418 -2.179013 -0.779331 -0.082 0.045 0.052
C -1.164863 0.032895 2.862263 0.294 -0.043 0.047
C -1.514865 -1.142111 3.537860 -0.044 0.024 -0.045
C -1.848706 -1.135517 4.886344 -0.040 -0.013 0.036
C -1.844858 0.055689 5.600451 0.030 0.033 -0.053
C -1.516020 1.236047 4.945937 -0.104 -0.030 0.047
C -1.181919 1.223786 3.597709 -0.048 -0.053 -0.067
H -5.935067 1.393028 -1.146837 0.008 0.003 -0.018
H -4.348124 3.172562 -0.465850 0.034 0.005 0.013
H -2.124235 2.591391 0.395714 -0.034 0.033 -0.042
H -3.068799 -1.570347 -0.005710 -0.016 -0.014 -0.030
H -5.272259 -0.984573 -0.919565 0.005 -0.002 0.007
H 0.730733 -2.234458 2.316445 0.020 -0.030 0.002
H 1.363892 -4.492133 1.581196 0.005 0.019 0.007
H 0.713734 -5.299330 -0.668968 -0.001 -0.001 -0.005
H -0.536489 -3.788199 -2.189550 0.038 0.050 -0.024
H -1.125415 -1.523587 -1.473143 -0.013 -0.073 0.013
H -1.537242 -2.081189 2.996593 0.003 -0.012 0.023
H -2.120001 -2.061563 5.383108 0.016 -0.010 -0.023
H -2.096439 0.063484 6.655422 -0.008 0.000 -0.004
H -1.512666 2.173842 5.490740 0.007 0.020 -0.029
H -0.901387 2.151774 3.111470 -0.055 -0.017 0.024
C 1.448134 5.634261 1.098676 -0.183 -0.227 0.070
S -0.064346 4.797421 1.571315 -0.119 0.842 0.084
O -0.790973 5.775939 2.376290 0.002 -0.066 -0.054
O -0.736525 4.441603 0.326850 0.064 -0.126 0.087
O 0.383108 3.644251 2.358041 -0.207 0.169 -0.327
H 1.194340 6.395355 0.363966 0.030 0.005 0.000
H 2.141109 4.899089 0.691783 0.005 0.030 -0.053
H 1.849709 6.086840 2.003370 0.078 0.003 -0.031
```
Forces are in eV/Å.

Energy above the lowest of the compared OMol25 structures with the same formula, charge and spin (kJ/mol): 0.0
Kohn-Sham gap (spin up / spin down) (eV): 4.804 / 6.077
Maximum force (hartree/bohr): 0.0166
E_HOMO (spin up / spin down) (eV): -0.4 / -1.7
Multiplicity: 2
E_LUMO (spin up / spin down) (eV): 4.402 / 4.401
Total charge: -2

Atomic partial charges in e from the Mulliken method, atoms 1 to 4: atom 1 (Hg): 0.21, atom 2 (C): -1.10, atom 3 (Si): 0.10, atom 4 (C): -0.77

***

# 2
# C13H16ClNO4S

A single C13H16ClNO4S molecule (ωB97M-V/def2-TZVPD, the OMol25 dataset).

```
36
Properties=species:S:1:pos:R:3:forces:R:3
C 2.705203 4.249290 -1.003232 0.028 -0.456 0.123
C 3.367124 3.052629 -0.346727 0.368 0.366 0.134
O 2.492557 1.930977 -0.469921 -0.325 0.070 -0.221
C 2.897306 0.802686 0.130040 0.322 0.034 0.193
O 3.933650 0.720066 0.737597 -0.166 0.127 -0.066
C 1.903177 -0.290146 -0.046859 -0.140 -0.254 -0.023
C 0.578066 0.034058 -0.317503 0.024 -0.189 0.022
C -0.389724 -0.952063 -0.462907 0.406 -0.300 0.107
N -1.694011 -0.546463 -0.740133 0.023 0.386 -0.137
C -2.827085 -1.286897 -0.722453 -0.319 0.313 -0.179
O -2.900758 -2.478545 -0.517120 0.055 -0.337 0.075
C -4.085615 -0.486046 -1.047292 -0.070 0.364 0.223
S -4.085657 1.246982 -0.509672 -0.363 0.003 -0.037
C -4.312845 1.058344 1.290240 0.398 -0.144 -0.476
C -3.062315 0.536398 1.995034 -0.422 -0.163 0.168
O -1.907186 1.249697 1.641105 0.388 0.356 0.040
C -0.023629 -2.291732 -0.339460 -0.120 0.021 -0.022
C 1.290434 -2.623330 -0.077954 0.202 0.227 0.040
C 2.256510 -1.637622 0.071785 -0.245 0.206 -0.021
Cl 3.879820 -2.114195 0.371628 0.247 -0.368 0.016
H 2.506389 4.038389 -2.050496 -0.021 0.048 -0.118
H 3.360241 5.112613 -0.932313 0.053 0.098 -0.001
H 1.763986 4.476011 -0.509467 -0.092 0.082 0.031
H 4.321402 2.811115 -0.828563 -0.128 0.015 0.122
H 3.562580 3.234441 0.716285 0.015 -0.047 -0.179
H 0.302453 1.073812 -0.396505 -0.036 0.087 -0.023
H -1.824006 0.459614 -0.799865 -0.110 -0.227 0.095
H -4.195852 -0.448359 -2.133090 -0.029 -0.058 0.028
H -4.954920 -0.994717 -0.629243 0.139 -0.105 -0.072
H -5.162264 0.399000 1.463602 -0.072 0.045 0.107
H -4.559901 2.062902 1.636938 -0.072 -0.017 0.060
H -3.233671 0.569422 3.081165 0.035 -0.081 -0.118
H -2.869054 -0.501734 1.715056 -0.061 0.068 0.114
H -2.021439 2.175700 1.884937 0.046 -0.073 0.004
H -0.769323 -3.062539 -0.443182 -0.003 -0.007 -0.012
H 1.578331 -3.658355 0.013559 0.045 -0.089 0.002
```
Forces are in eV/Å.

Energy above the lowest of the compared OMol25 structures with the same formula, charge and spin (kJ/mol): 0.0
Kohn-Sham gap (eV): 8.773
Maximum force (hartree/bohr): 0.0124
E_HOMO (eV): -8.5
Multiplicity: 1
E_LUMO (eV): 0.322
Total charge: 0

Atomic partial charges in e from the natural (NBO) method, atoms 1 to 4: atom 1 (C): -0.62, atom 2 (C): -0.07, atom 3 (O): -0.52, atom 4 (C): 0.78